Computed, not measured: one molecule with the formula C7H14, with ωB97M-V with the def2-TZVPD basis set.

Cartesian coordinates (Å):
C1 0.38185 -1.02081 -1.35502
H1 -2.04477 -1.26514 -0.26624
H2 0.82291 -1.88209 -0.84259
C2 -0.27341 -0.03426 -0.35958
H3 -0.37904 -1.39409 -2.05192
C3 -0.97798 1.08914 -1.13570
C4 0.79578 0.65029 0.61895
H4 2.11177 1.11624 -0.94940
H5 1.04805 -0.94700 2.09738
C5 2.10101 0.44271 -0.06421
H6 0.50853 1.71262 0.64524
H7 -0.86897 -1.64358 1.00112
H8 1.65940 0.63180 2.58327
H9 -1.57708 0.68982 -1.96354
C6 -1.32199 -0.82411 0.43312
C7 0.84159 0.12788 2.05756
H10 -0.08281 0.33886 2.60760
H11 -0.25598 1.79934 -1.55624
H12 1.16190 -0.55465 -1.96948
H13 -1.65040 1.64882 -0.47284
H14 -1.87765 -0.19095 1.13345

Results
- E: -274.9641 Eh
- 2S+1: 1
- ΔE to the lowest compared entry with this formula, charge and spin: 4.140 eV
- Total charge: 0